w:
A single C4H5NO3 molecule, computed with ωB97M-V/def2-TZVPD.

Results
**Gap between HOMO and LUMO (spin up / spin down)**: 7.0837 / 7.7421 eV
**E_LUMO (spin up / spin down)**: -1.4 / -1.0 eV
**HOMO level (spin up / spin down)**: -0.3103 / -0.3219 Ha
**Net charge**: 0

Element x y z (Å)
C1 2.90 0.52 -0.07
O1 -3.05 1.25 -0.08
N1 -2.86 0.03 0.03
H1 0.87 -1.36 -0.34
H2 3.21 -0.31 -0.60
H3 1.00 1.50 0.64
O2 -0.58 -0.03 0.12
C2 -1.66 -0.65 -0.01
O3 -3.84 -0.73 -0.01
C3 1.59 0.65 0.20
C4 0.66 -0.32 -0.13
H4 3.63 1.19 0.51
H5 -1.87 -1.75 -0.26


x:
A molecular structure, C4H5NO3, computed with ωB97M-V/def2-TZVPD.

Results
**Gap between HOMO and LUMO**: 8.6965 eV
**E_LUMO**: -1.1 eV
**HOMO level**: -0.3588 Ha
**Net charge**: 0

Element x y z (Å)
H1 2.04 2.15 -0.08
N1 -1.09 -1.29 0.86
H2 -0.31 1.26 -2.00
C1 0.67 0.09 -0.28
H3 -2.02 -1.90 1.10
C2 -0.55 -1.00 -0.38
O1 -0.79 -1.59 -1.50
H4 1.06 3.72 -1.40
O2 1.17 0.11 0.84
C3 0.50 1.36 -1.18
C4 0.95 2.61 -0.84
H5 0.30 -0.34 2.13
O3 -0.73 -0.31 1.94


x ends up most stable, edging out the next structure by 0.0152 hartree.


w:
A single C8H10N2OS molecule, computed with ωB97M-V/def2-TZVPD.

Results
**SMILES**: CC/C(C=O)=C\n1ccnc1S
**Gap between HOMO and LUMO**: 8.3572 eV
**E_LUMO**: -0.3 eV
**HOMO level**: -0.3186 Ha
**Net charge**: 0

Element x y z (Å)
N1 -0.17 1.63 -0.95
H1 1.21 -2.45 1.10
S1 -0.83 3.65 -3.20
H2 -0.07 -0.06 1.55
H3 1.26 -1.53 -0.33
C1 0.50 -2.02 0.42
C2 -2.69 -1.08 -0.13
H4 -1.13 -1.41 1.72
H5 0.37 4.15 -3.58
C3 -1.43 -0.38 0.04
H6 -2.07 0.92 -1.32
H7 -2.84 -2.11 0.43
C4 -1.27 0.76 -0.74
N2 1.15 3.27 -1.57
H8 0.91 1.25 0.93
C5 0.87 1.73 -0.06
C6 0.05 2.71 -1.86
H9 0.07 -2.78 -0.17
C7 1.68 2.72 -0.47
C8 -0.46 -0.95 1.09
O1 -3.59 -0.85 -0.89
H10 2.57 2.96 0.01


x:
A single C8H10N2OS molecule, computed with ωB97M-V/def2-TZVPD.

Results
**SMILES**: Nc1sccc1C(=O)NC1CC1
**Gap between HOMO and LUMO**: 8.6283 eV
**E_LUMO**: 0.8 eV
**HOMO level**: -0.2874 Ha
**Net charge**: 0

Element x y z (Å)
N1 -1.12 0.98 0.34
H1 -1.66 1.78 0.68
S1 3.63 -0.79 0.13
H2 3.88 2.41 -0.30
C1 2.33 -1.83 -0.08
C2 -1.74 -0.28 0.52
H3 -4.06 -0.60 0.86
C3 0.17 1.25 -0.13
H4 -1.52 -0.76 1.58
H5 -3.57 0.53 -0.71
H6 2.18 2.66 0.24
O1 0.21 2.49 -0.40
N2 2.98 1.92 0.13
H7 2.44 -2.89 -0.32
C4 -2.26 -1.21 -0.54
C5 2.61 0.63 -0.02
C6 1.12 -1.14 -0.13
H8 -1.87 -1.09 -1.52
H9 -2.15 -2.21 -0.08
H10 0.35 -1.85 -0.20
C7 1.28 0.25 -0.18
C8 -3.24 -0.23 0.12


x ends up most stable, edging out the next structure by 0.0146 hartree.


w:
2 unconnected molecules or ions with the total composition C4H13N2O, computed with ωB97M-V/def2-TZVPD.

Results
**Spin multiplicity**: 2
**Gap between HOMO and LUMO (spin up / spin down)**: 3.8550 / 9.0529 eV
**E_LUMO (spin up / spin down)**: 0.6 / 0.5 eV
**HOMO level (spin up / spin down)**: -0.1190 / -0.3160 Ha
**Net charge**: 0
**<S²>**: 0.751

Element x y z (Å)
H1 -0.40 -0.56 2.59
H2 2.28 -2.53 -1.06
H3 -2.57 -0.08 0.50
C1 -0.62 0.47 -0.02
H4 2.38 0.39 -1.41
O1 2.49 -2.04 -1.90
H5 -0.59 2.31 -0.99
H6 1.75 1.76 -0.58
H7 -2.10 -0.69 2.91
C2 -1.35 -0.08 2.35
C3 -1.56 -0.29 0.85
H8 -1.38 0.93 2.75
H9 -2.07 1.77 -0.50
H10 0.94 1.03 -1.93
N1 1.53 0.87 -1.05
C4 0.66 0.07 -0.12
H11 -1.45 -1.33 0.67
H12 0.90 -0.97 0.10
H13 2.25 -2.67 -2.60
N2 -1.11 1.64 -0.55


x:
2 unconnected molecules or ions with the total composition C4H13N2O, computed with ωB97M-V/def2-TZVPD.

Results
**Spin multiplicity**: 2
**Gap between HOMO and LUMO (spin up / spin down)**: 9.8030 / 7.0120 eV
**E_LUMO (spin up / spin down)**: 1.0 / -1.8 eV
**HOMO level (spin up / spin down)**: -0.3229 / -0.3230 Ha
**Net charge**: 0
**<S²>**: 0.754

Element x y z (Å)
C1 -0.42 -1.79 0.81
C2 -0.02 -3.09 0.16
H1 0.84 -3.57 0.66
H2 0.34 -0.97 0.71
H3 0.51 2.05 1.71
H4 -1.41 -1.52 0.40
H5 -0.38 4.27 -1.29
H6 -0.56 -1.98 1.88
H7 -0.84 -3.80 0.18
H8 0.70 2.23 -1.26
H9 -0.78 1.45 0.75
C3 0.31 1.63 0.71
N1 -0.44 3.76 -0.35
H10 1.49 3.21 -0.01
O1 1.07 0.52 0.38
H11 0.14 -2.01 -1.67
H12 -1.43 3.43 -0.25
N2 0.34 -2.91 -1.30
C4 0.59 2.73 -0.32
H13 -0.05 -3.64 -1.89


x ends up most stable, edging out the next structure by 0.0208 hartree.


w:
A single C4H2N4 molecule, computed with ωB97M-V/def2-TZVPD.

Results
**SMILES**: C1=C2N=NC=C2N=N1
**Gap between HOMO and LUMO**: 8.4159 eV
**E_LUMO**: -2.4 eV
**HOMO level**: -0.3969 Ha
**Net charge**: 0

Element x y z (Å)
C1 -0.01 0.72 0.07
C2 -1.49 0.95 0.01
C3 1.48 -0.96 0.02
N1 -1.09 -1.28 -0.07
N2 2.09 0.16 -0.10
H1 -2.02 1.91 0.02
N3 -2.08 -0.19 -0.07
C4 0.04 -0.72 0.06
H2 1.98 -1.88 0.10
N4 1.10 1.30 -0.04


x:
A single C4H2N4 molecule, computed with ωB97M-V/def2-TZVPD.

Results
**SMILES**: C1=C2N=NC=C2N=N1
**Gap between HOMO and LUMO**: 7.0575 eV
**E_LUMO**: -2.9 eV
**HOMO level**: -0.3650 Ha
**Net charge**: 0

Element x y z (Å)
C1 -0.19 0.66 0.50
N1 1.61 -0.25 1.18
H1 -2.38 1.41 0.24
C2 -1.54 0.90 -0.11
N2 -0.61 -0.89 -1.33
H2 2.12 -1.60 -0.31
C3 1.44 -0.84 0.05
C4 0.32 -0.43 -0.48
N3 0.63 0.70 1.49
N4 -1.61 0.22 -1.30


w ends up most stable, edging out the next structure by 0.0609 hartree.